Computed, not measured: C5H15N3 in the gas phase at a distorted geometry, with ωB97M-V/def2-TZVPD.

XYZ file:
```
23
Properties=species:S:1:pos:R:3:forces:R:3:lowdin_charge:R:1
N 2.049 -1.494 1.536 -0.4 0.6 -1.1 0.02
C 1.616 -1.492 0.130 -0.8 0.7 -0.1 -0.43
C 0.752 -2.680 -0.354 0.9 1.0 0.9 -0.08
C 0.863 -0.131 -0.089 0.7 -0.5 -0.6 -0.21
N -0.598 -0.275 -0.173 1.2 0.7 0.6 -0.08
C -1.267 0.913 -0.732 -1.9 -1.8 0.9 -0.25
C -1.266 2.176 0.114 -0.4 0.6 -0.1 -0.28
N -1.640 3.352 -0.717 -0.3 -0.2 0.6 -0.02
H 1.238 -1.512 2.135 0.4 -0.5 0.5 0.07
H 2.822 -2.092 1.743 -0.2 -0.5 0.4 0.06
H 2.511 -1.482 -0.486 0.2 0.1 0.0 0.12
H -0.060 -2.834 0.341 -0.2 -0.3 0.3 0.06
H 0.261 -2.381 -1.278 0.4 -0.6 -0.3 0.07
H 1.451 -3.517 -0.330 -0.6 -0.4 -0.6 0.07
H 1.193 0.336 -1.025 0.0 -0.1 0.2 0.12
H 1.221 0.469 0.755 -0.2 0.4 -0.2 0.10
H -0.853 -0.333 0.811 -0.7 -0.2 -0.2 0.11
H -2.315 0.526 -0.703 0.3 0.7 -0.3 0.12
H -1.092 1.004 -1.804 0.7 0.4 0.2 0.12
H -0.348 2.369 0.671 0.4 0.0 -0.6 0.10
H -2.002 2.068 0.927 0.0 -0.4 -0.2 0.10
H -2.356 3.060 -1.377 0.2 -0.2 -0.2 0.05
H -2.178 3.950 -0.095 0.3 0.4 -0.1 0.06
```
Forces are in eV/Å.

Output
HOMO level (eV): -8.93
SMILES string: C[C@H](N)CNCCN
LUMO (Ha): 0.0377
Orbital gap (eV): 9.953

Computed, not measured: a molecular structure, C22H41ClIrN4O6 at a distorted geometry, with ωB97M-V/def2-TZVPD.

XYZ file:
```
75
Properties=species:S:1:pos:R:3:forces:R:3:mulliken_spin:R:1
Ir 0.101 -0.547 0.414 -0.2 0.3 0.2 2.20
C 0.303 4.299 0.832 0.0 0.0 0.0 0.01
C 0.901 3.002 0.291 0.1 0.0 0.0 0.00
C 0.531 2.927 -1.228 0.0 0.0 0.0 0.02
C 1.289 2.110 -2.312 0.0 0.0 0.1 -0.04
C 2.800 2.244 -2.145 0.0 0.0 0.0 0.00
C 0.847 2.581 -3.688 0.0 0.0 0.0 0.00
N 1.048 0.559 -2.221 -0.1 0.2 0.0 -0.05
C -0.095 -0.147 -2.914 0.1 -0.1 0.0 -0.01
C -0.551 -1.520 -2.326 -0.1 0.1 0.1 0.00
N -1.423 -1.430 -1.107 0.2 -0.2 0.0 0.29
C -2.536 -0.527 -1.400 0.0 0.1 0.1 0.02
C -2.128 0.893 -1.092 -0.2 0.2 -0.1 -0.01
O -2.756 1.856 -1.434 0.0 0.0 0.0 0.05
O -1.008 0.983 -0.389 0.0 -0.1 -0.1 0.19
C -1.939 -2.697 -0.451 -0.1 0.1 -0.1 0.08
C -0.971 -3.868 -0.470 0.0 0.0 0.0 -0.01
C -2.589 -2.413 0.946 0.0 -0.1 0.0 -0.04
C -1.920 -1.813 2.222 0.0 0.1 0.1 0.07
C -2.998 -1.723 3.302 0.0 0.0 0.0 0.01
C -0.742 -2.629 2.735 0.0 0.1 0.0 0.03
N -1.469 -0.408 1.877 -0.2 0.0 -0.1 0.36
C -1.025 0.621 2.858 0.0 0.1 -0.1 0.03
C -0.619 1.933 2.136 0.0 -0.1 0.0 0.09
N 0.658 1.879 1.342 0.0 -0.1 -0.1 0.19
C 1.760 1.816 2.213 -0.2 0.5 0.1 0.70
C 2.750 -0.116 2.426 0.3 -1.0 0.1 0.05
O 3.868 0.191 2.452 0.0 0.3 0.0 0.11
O 1.794 -0.827 2.460 0.0 0.3 0.1 0.10
H 0.693 5.144 0.268 0.0 0.0 0.0 0.00
H 0.572 4.457 1.876 0.0 0.0 0.0 0.00
H -0.783 4.317 0.738 0.0 0.0 0.0 0.00
H 1.984 3.116 0.318 0.0 -0.1 0.0 -0.01
H 0.812 3.938 -1.541 0.0 0.0 0.0 0.00
H -0.544 2.890 -1.377 0.0 0.0 0.0 0.01
H 3.064 3.301 -2.133 0.0 0.0 0.0 0.00
H 3.330 1.786 -2.983 0.0 0.0 0.0 0.00
H 3.159 1.781 -1.225 0.0 0.0 0.0 0.00
H 1.178 3.610 -3.827 0.0 0.0 0.0 0.00
H -0.236 2.568 -3.808 0.0 0.0 0.0 0.00
H 1.306 1.986 -4.479 0.0 0.0 0.0 0.00
H 1.933 0.113 -2.470 0.0 -0.1 0.0 0.01
H 0.994 0.461 -1.210 0.3 -0.2 -0.1 0.17
H 0.254 -0.354 -3.925 0.0 0.0 0.0 -0.01
H -0.911 0.559 -3.011 0.0 0.0 0.0 0.00
H 0.306 -2.157 -2.115 0.0 0.0 0.0 0.00
H -1.121 -1.996 -3.132 0.0 0.0 0.0 0.01
H -3.403 -0.760 -0.786 0.0 0.0 0.0 0.00
H -2.859 -0.611 -2.440 0.0 0.0 0.0 0.00
H -2.796 -3.002 -1.065 0.0 0.0 0.0 -0.01
H -0.077 -3.718 0.123 0.0 0.0 0.0 0.01
H -0.666 -4.118 -1.487 0.0 0.0 0.0 0.00
H -1.499 -4.736 -0.078 0.0 0.0 0.0 0.00
H -2.958 -3.391 1.262 0.0 0.0 0.0 -0.01
H -3.499 -1.830 0.786 0.0 0.0 0.0 0.00
H -3.384 -2.716 3.526 0.0 0.0 0.0 0.00
H -3.837 -1.099 2.985 0.0 0.0 0.0 0.00
H -2.591 -1.316 4.227 0.0 0.0 0.0 0.00
H -1.084 -3.637 2.967 0.0 0.0 0.0 0.00
H -0.336 -2.196 3.649 0.0 0.0 0.0 0.01
H 0.077 -2.715 2.020 0.0 0.0 0.0 0.01
H -2.242 0.017 1.369 0.0 0.0 0.0 0.01
H -0.211 0.203 3.448 0.0 0.0 0.0 0.00
H -1.843 0.878 3.534 0.0 0.0 0.0 0.00
H -0.526 2.690 2.916 0.0 0.0 0.0 0.01
H -1.415 2.250 1.468 0.0 0.0 0.0 -0.01
H 1.545 1.794 3.276 0.0 -0.1 0.0 0.00
H 2.648 2.358 1.925 0.1 -0.1 0.0 0.00
Cl 2.777 -3.527 -2.305 0.0 0.0 0.0 0.00
C 3.443 -2.926 -0.759 0.0 0.1 0.0 0.00
C 2.624 -1.711 -0.398 -0.1 -0.2 -0.1 0.04
O 2.980 -0.568 -0.608 0.1 0.1 0.1 0.03
O 1.433 -2.000 0.089 0.1 0.0 -0.1 0.23
H 4.481 -2.650 -0.914 0.0 0.0 0.0 0.00
H 3.345 -3.715 -0.020 0.0 0.0 0.0 0.00
```
Forces are in eV/Å.

Output
HOMO level (alpha / beta) (eV): -13.82 / -16.26
<S²>: 8.763
Charge: +2
Multiplicity: 6
LUMO (alpha / beta) (Ha): -0.1680 / -0.3207
Orbital gap (alpha / beta) (eV): 9.247 / 7.534

Computed, not measured: a molecular structure, C6H12AsF6O6Rb at a distorted geometry, with ωB97M-V/def2-TZVPD.

XYZ file:
```
32
Properties=species:S:1:pos:R:3:forces:R:3:lowdin_charge:R:1
Rb 0.878 -0.562 -0.466 12.7 -3.8 -5.6 1.66
As -0.555 2.331 -0.663 -1.1 3.4 0.6 0.99
F 1.188 2.176 -0.335 -1.3 0.2 -0.8 -0.26
F -0.842 2.664 1.077 -7.4 2.9 -6.2 -0.28
F -2.318 2.380 -0.950 1.3 0.9 1.1 -0.23
F -0.271 2.114 -2.369 3.7 5.0 2.1 -0.28
F -0.718 0.529 -0.323 -7.5 8.3 1.6 -0.58
F -0.428 4.107 -0.940 0.0 -2.2 0.5 -0.24
C 3.670 -1.406 3.015 1.4 -0.6 -1.1 -0.07
O 3.060 -0.165 3.140 -2.1 2.6 0.0 -0.01
C 2.099 0.367 2.298 -0.4 -0.4 2.4 -0.44
O 1.775 -0.171 1.239 4.8 3.1 10.4 -0.36
O 1.494 1.438 2.920 3.1 -3.3 -0.3 0.02
C 0.289 1.907 2.307 2.7 -1.2 2.7 -0.12
H 3.833 -1.678 1.972 -0.2 0.0 -0.1 0.09
H 3.225 -2.257 3.532 -0.6 0.4 0.1 0.10
H 4.658 -1.245 3.446 0.0 -0.2 0.0 0.10
H 0.464 2.427 1.365 3.6 -1.5 3.0 0.03
H -0.129 2.579 3.056 0.3 0.2 -0.1 0.12
H -0.411 1.072 2.288 0.3 -0.2 -0.5 0.12
C -2.129 -3.824 -1.613 0.5 -1.8 0.5 -0.04
O -2.320 -2.633 -2.277 -1.2 0.1 -1.8 0.05
C -1.636 -1.568 -2.087 1.6 2.7 1.3 -0.53
O -0.618 -1.456 -1.351 -10.0 -6.0 -6.8 -0.37
O -2.211 -0.542 -2.722 -0.1 -2.4 -0.8 0.06
C -1.550 0.725 -2.815 -1.4 -1.7 1.1 -0.10
H -2.595 -3.727 -0.632 0.1 -0.5 0.0 0.11
H -1.112 -4.215 -1.574 0.5 0.9 0.5 0.10
H -2.540 -4.610 -2.246 -0.9 0.3 0.3 0.10
H -2.134 1.413 -3.426 -0.1 -0.6 -0.2 0.13
H -0.492 0.747 -3.077 -1.1 -2.5 -1.1 0.11
H -1.624 1.084 -1.788 -1.3 -1.9 -2.6 0.01
```
Forces are in eV/Å.

Output
HOMO level (eV): -10.01
LUMO (Ha): -0.0070
Orbital gap (eV): 9.823

Computed, not measured: C5H5NS in the gas phase at a distorted geometry, with ωB97M-V/def2-TZVPD.

XYZ file:
```
12
Properties=species:S:1:pos:R:3:forces:R:3:lowdin_charge:R:1
C -0.421 0.866 1.766 -0.3 0.0 0.9 -0.70
C -0.730 -0.992 0.145 -0.6 1.1 -0.4 -0.06
C 0.611 -0.399 -0.200 -0.6 0.7 -0.4 -0.22
C 0.835 0.069 -1.558 0.4 -0.5 1.1 -0.09
C 1.071 0.465 -2.655 0.0 0.8 -2.3 0.12
H 0.226 1.715 1.939 0.4 0.1 -0.2 0.06
H -0.849 -1.649 0.963 0.1 -1.0 0.6 0.08
H -1.517 -0.985 -0.610 0.4 -0.4 0.0 0.13
H 1.447 -0.657 0.412 0.6 -0.5 0.0 0.14
H 1.159 0.828 -3.698 0.0 -0.5 1.5 0.06
N -0.391 0.335 0.542 -0.3 0.3 -0.7 -0.14
S -1.440 0.404 2.954 0.0 0.0 0.0 0.62
```
Forces are in eV/Å.

Output
HOMO level (eV): -8.65
SMILES string: C#C[C@@H]1CN1C=S
LUMO (Ha): 0.0121
Orbital gap (eV): 8.977

What did the first record say?
Computed, not measured: C5H15N3 in the gas phase at a distorted geometry, with ωB97M-V/def2-TZVPD.

XYZ file:
```
23
Properties=species:S:1:pos:R:3:forces:R:3:lowdin_charge:R:1
N 2.049 -1.494 1.536 -0.4 0.6 -1.1 0.02
C 1.616 -1.492 0.130 -0.8 0.7 -0.1 -0.43
C 0.752 -2.680 -0.354 0.9 1.0 0.9 -0.08
C 0.863 -0.131 -0.089 0.7 -0.5 -0.6 -0.21
N -0.598 -0.275 -0.173 1.2 0.7 0.6 -0.08
C -1.267 0.913 -0.732 -1.9 -1.8 0.9 -0.25
C -1.266 2.176 0.114 -0.4 0.6 -0.1 -0.28
N -1.640 3.352 -0.717 -0.3 -0.2 0.6 -0.02
H 1.238 -1.512 2.135 0.4 -0.5 0.5 0.07
H 2.822 -2.092 1.743 -0.2 -0.5 0.4 0.06
H 2.511 -1.482 -0.486 0.2 0.1 0.0 0.12
H -0.060 -2.834 0.341 -0.2 -0.3 0.3 0.06
H 0.261 -2.381 -1.278 0.4 -0.6 -0.3 0.07
H 1.451 -3.517 -0.330 -0.6 -0.4 -0.6 0.07
H 1.193 0.336 -1.025 0.0 -0.1 0.2 0.12
H 1.221 0.469 0.755 -0.2 0.4 -0.2 0.10
H -0.853 -0.333 0.811 -0.7 -0.2 -0.2 0.11
H -2.315 0.526 -0.703 0.3 0.7 -0.3 0.12
H -1.092 1.004 -1.804 0.7 0.4 0.2 0.12
H -0.348 2.369 0.671 0.4 0.0 -0.6 0.10
H -2.002 2.068 0.927 0.0 -0.4 -0.2 0.10
H -2.356 3.060 -1.377 0.2 -0.2 -0.2 0.05
H -2.178 3.950 -0.095 0.3 0.4 -0.1 0.06
```
Forces are in eV/Å.

Output
HOMO level (eV): -8.93
SMILES string: C[C@H](N)CNCCN
LUMO (Ha): 0.0377
Orbital gap (eV): 9.953

What is the formula in the fourth record?
C5H5NS